The following is a quantum chemistry calculation of C18H69AlBrO17P2S as an isolated structure, from the OMol25 dataset.

Geometry as XYZ:
```
109
Properties=species:S:1:pos:R:3:forces:R:3:mulliken_charge:R:1
C 5.7814 -2.3539 3.2809 0.048 0.776 0.222 -0.98
C 5.7793 -0.9487 2.3831 -1.738 -0.514 1.247 -0.27
P 7.4371 -0.5914 1.5057 0.573 0.080 1.261 0.08
C 8.5015 -2.1551 1.2520 -0.181 -1.507 0.193 -0.56
C 8.2163 -2.9785 -0.1365 1.180 -1.119 0.332 -0.65
Al 7.1928 0.6716 -0.4254 -1.759 -0.640 -0.531 0.32
S 7.0509 -0.5447 -2.3634 -0.611 -0.549 -0.310 -0.40
Br 5.1120 1.9660 -0.2068 0.832 -0.376 0.239 -0.50
P 8.8824 2.3169 -0.6395 -0.319 4.543 -2.145 0.73
O 8.4354 3.4881 -1.6535 1.963 -4.087 3.664 -0.67
O 9.0337 3.0051 0.9888 0.151 -3.211 -1.771 -0.54
O 10.4279 1.6393 -1.1008 -2.432 -0.455 -0.140 -0.54
H 5.8141 -3.3133 2.5939 -0.104 1.967 1.515 0.23
H 6.7230 -2.3271 4.0081 -1.941 -0.210 -1.637 0.28
H 4.8157 -2.3463 3.9820 2.036 -0.212 -1.683 0.29
H 4.8316 -0.9137 1.6733 2.004 -0.235 1.371 0.12
H 5.5958 -0.0839 3.1856 0.562 -1.740 -1.881 0.24
H 8.2768 -2.9125 2.1423 0.454 1.780 -1.705 0.24
H 9.6397 -1.8568 1.3738 -2.395 -0.554 -0.435 0.29
H 7.1456 -2.8424 -0.5880 2.296 0.045 0.917 0.02
H 8.3288 -4.1349 0.1325 -0.160 2.285 -0.711 0.29
H 9.0903 -2.7199 -0.9061 -2.317 -0.529 1.405 0.24
H 5.9953 -1.4862 -2.2838 1.184 1.348 0.376 0.07
H 8.9323 2.1758 1.5774 0.209 1.697 -0.985 0.37
H 10.1829 0.8986 -1.7513 0.489 1.540 1.297 0.34
C 2.0851 0.2923 -2.6403 0.378 0.009 0.144 -0.08
O 3.4596 0.5881 -2.8061 -0.018 0.009 -0.070 -0.45
H 1.7043 -0.1549 -3.5615 0.093 0.080 0.077 0.13
H 1.9603 -0.4144 -1.8163 -0.312 0.076 -0.034 0.01
H 1.5358 1.2134 -2.4307 -0.323 -0.102 0.030 0.20
H 3.7694 0.9832 -1.9734 0.165 -0.141 -0.299 0.12
C 0.9275 -1.9127 0.4001 -0.034 -0.037 0.172 -0.49
O 1.6577 -0.7288 0.6637 0.068 0.499 0.366 -0.46
H 1.3894 -2.4352 -0.4409 0.048 0.196 0.057 0.31
H 0.9467 -2.5578 1.2819 -0.196 -0.118 -0.226 0.24
H -0.1038 -1.6567 0.1451 -0.040 -0.301 -0.008 0.16
H 1.2248 -0.2871 1.4140 0.330 -0.224 -0.464 0.24
C -1.9882 -4.1405 1.9454 0.034 0.105 0.262 -0.56
O -1.2579 -2.9566 2.2091 -0.157 0.247 0.303 -0.36
H -1.5263 -4.6630 1.1044 0.001 0.151 0.062 0.31
H -1.9690 -4.7856 2.8272 -0.145 -0.160 -0.141 0.16
H -3.0195 -3.8844 1.6904 -0.138 -0.225 -0.082 0.24
H -1.6909 -2.5149 2.9593 0.128 -0.052 -0.162 0.19
C -0.8693 0.5399 -4.8676 0.004 0.148 0.197 -0.30
O -1.1291 -0.0492 -3.6068 -0.435 -0.071 0.303 -0.41
H -0.0134 0.0379 -5.3248 -0.107 0.006 0.161 0.39
H -1.7439 0.4239 -5.5123 0.043 0.152 -0.222 -0.17
H -0.6391 1.6000 -4.7352 0.000 -0.027 -0.323 0.30
H -1.8929 0.4164 -3.2257 0.394 -0.258 -0.053 0.23
C -1.9729 4.3111 -4.1651 0.095 0.284 0.096 -0.43
O -2.0338 3.7403 -5.4592 0.159 -0.022 -0.688 -0.46
H -2.6571 3.7714 -3.5061 0.093 -0.056 -0.166 0.19
H -0.9549 4.2279 -3.7767 -0.061 0.069 0.249 0.31
H -2.2707 5.3614 -4.2146 0.085 -0.071 0.214 0.12
H -1.4168 4.2395 -6.0210 -0.393 -0.224 0.282 0.26
C -2.1368 7.9848 -6.6198 0.033 0.246 -0.017 -0.47
O -2.3966 7.3957 -5.3590 -0.428 0.093 0.512 -0.49
H -1.2809 7.4828 -7.0769 -0.320 0.092 0.212 0.13
H -3.0115 7.8688 -7.2645 0.176 0.065 -0.233 0.23
H -1.9067 9.0449 -6.4873 0.022 0.093 -0.195 0.29
H -3.1605 7.8613 -4.9779 0.474 -0.344 -0.136 0.27
C -4.1516 -0.9621 -1.5037 -0.073 -0.184 -0.134 -0.51
O -4.2026 0.4414 -1.6818 -0.231 0.536 -0.345 -0.53
H -3.4232 -1.1951 -0.7235 -0.081 0.127 -0.129 0.12
H -5.1358 -1.3280 -1.2011 0.053 -0.240 0.048 0.33
H -3.8458 -1.4382 -2.4386 0.028 -0.228 0.126 0.28
H -4.8567 0.6174 -2.3794 0.413 -0.014 0.377 0.30
C -3.7036 -5.6622 5.3426 0.048 0.120 0.177 -0.50
O -2.3291 -5.3663 5.1769 0.380 0.154 0.348 -0.46
H -4.0844 -6.1093 4.4214 0.161 0.087 0.101 0.23
H -3.8284 -6.3689 6.1667 -0.269 -0.049 -0.032 0.28
H -4.2529 -4.7410 5.5522 -0.246 -0.097 -0.009 0.23
H -2.0193 -4.9712 6.0096 -0.068 -0.221 -0.552 0.27
C -2.4919 4.7779 -8.8974 0.041 -0.139 -0.139 -0.58
O -1.6277 5.8782 -8.6809 0.585 0.097 -0.317 -0.43
H -3.3631 4.8767 -8.2457 0.217 0.046 -0.038 0.22
H -2.8186 4.7696 -9.9401 -0.156 -0.200 0.018 0.30
H -1.9667 3.8489 -8.6617 -0.246 -0.153 -0.027 0.25
H -0.8646 5.7629 -9.2724 -0.391 0.126 0.370 0.27
C -2.9023 -1.7055 5.9583 -0.149 0.325 0.118 -0.04
O -2.8438 -1.4279 4.5713 -0.008 0.229 -0.586 -0.37
H -2.6336 -2.7516 6.1230 -0.009 0.108 -0.129 -0.09
H -2.1964 -1.0624 6.4897 -0.092 -0.197 0.231 0.13
H -3.9172 -1.5304 6.3235 0.204 -0.137 0.200 0.17
H -3.0868 -0.4935 4.4564 0.163 -0.351 -0.247 0.22
C -3.7718 -1.9069 -6.5936 0.215 0.094 -0.062 -0.51
O -4.2659 -0.5933 -6.4077 0.061 0.524 -0.129 -0.50
H -4.4637 -2.6154 -6.1322 0.054 0.192 -0.047 0.21
H -3.6944 -2.1202 -7.6626 0.064 -0.265 0.023 0.28
H -2.7908 -1.9986 -6.1210 0.016 -0.260 -0.038 0.23
H -3.6317 0.0126 -6.8273 -0.409 -0.249 0.315 0.27
C 0.0463 0.5435 7.5377 0.228 -0.089 -0.047 -0.57
O -0.7904 -0.3018 8.3056 -0.017 -0.517 0.439 -0.52
H -0.5302 1.4119 7.2105 0.017 -0.186 0.101 0.21
H 0.8883 0.8773 8.1489 0.084 0.166 -0.203 0.29
H 0.4105 -0.0001 6.6624 0.116 0.232 -0.100 0.27
H -0.2517 -1.0628 8.5816 -0.384 0.424 -0.140 0.30
C -6.7835 -1.7937 8.2013 0.037 0.086 0.183 -0.58
O -5.4090 -1.4979 8.0355 0.271 0.188 0.390 -0.44
H -7.1644 -2.2408 7.2801 0.156 0.085 0.112 0.23
H -6.9083 -2.5004 9.0254 -0.274 -0.037 -0.037 0.25
H -7.3328 -0.8726 8.4109 -0.249 -0.124 -0.010 0.26
H -5.0993 -1.1028 8.8682 -0.037 -0.199 -0.545 0.27
C -4.7156 0.7673 2.1557 -0.040 0.072 -0.274 -0.34
O -3.6691 1.1898 3.0104 0.349 0.446 0.281 -0.50
H -5.0246 -0.2403 2.4434 0.134 0.151 0.046 0.23
H -5.5647 1.4482 2.2536 -0.160 -0.128 -0.140 0.29
H -4.3612 0.7562 1.1220 -0.236 -0.087 -0.073 0.07
H -3.4163 2.0862 2.7312 -0.010 -0.574 0.241 0.28
```
Forces are in eV/Å.

LUMO energy   1.52 eV
Net charge   -1
Electronic energy   -5903.51928 Eh
Orbital gap   5.847 eV



The following is a quantum chemistry calculation of C18H6Br4N4O2RhSe as an isolated structure, from the OMol25 dataset.

Geometry as XYZ:
```
36
Properties=species:S:1:pos:R:3:forces:R:3:lowdin_spin:R:1
Rh -0.0165 -0.1369 0.0428 0.841 -0.076 0.221 2.51
Br 3.8127 0.0608 5.9599 0.035 0.000 -0.070 0.04
C 3.2829 -0.0521 4.1711 -0.549 -0.011 0.140 0.10
C 4.2645 -0.1076 3.1370 0.148 -0.047 -0.479 0.10
Br 6.0836 -0.0406 3.5690 -0.101 -0.007 0.027 0.03
C 3.8822 -0.2104 1.8157 0.311 0.017 0.090 0.02
Br 5.1194 -0.2991 0.4099 -0.047 0.004 -0.030 0.00
C 2.5148 -0.2396 1.4536 -0.126 0.050 0.438 0.16
O 2.1143 -0.3394 0.2484 -0.547 -0.012 -0.222 0.27
C 1.5072 -0.1524 2.5175 0.263 -0.058 -0.299 0.17
O 0.2772 -0.1430 2.1772 -0.092 0.181 -0.298 0.34
C 1.9375 -0.0818 3.8598 0.250 0.020 0.397 0.02
Br 0.5994 -0.0107 5.1711 -0.045 0.000 -0.059 0.00
Se -5.4300 5.3314 0.0263 -0.342 0.378 -0.049 0.00
N -5.4749 3.5763 -0.0058 -0.058 -0.527 0.069 0.00
C -4.2364 3.1517 -0.0468 -0.033 0.439 -0.025 0.00
C -3.8676 1.7527 -0.0925 0.236 -0.328 -0.058 0.00
C -4.8072 0.7181 -0.0474 0.122 0.074 -0.030 0.01
C -4.3730 -0.5862 -0.1234 -0.072 0.022 -0.037 0.00
C -3.0127 -0.8349 -0.2538 -0.099 -0.013 -0.110 0.02
N -2.1069 0.1390 -0.2801 -0.072 0.089 0.171 0.05
C -2.5110 1.4267 -0.1840 -0.397 -0.142 -0.003 0.01
C -1.4868 2.4676 -0.1580 0.227 0.518 0.013 0.01
N -0.1980 2.0795 -0.1621 -0.249 -0.321 0.141 0.10
C 0.7726 2.9768 -0.1119 0.067 0.092 -0.022 0.01
C 0.5121 4.3434 -0.0534 -0.037 0.033 -0.004 0.00
C -0.7970 4.7692 -0.0443 -0.064 -0.070 -0.034 0.00
C -1.8258 3.8239 -0.0998 0.270 -0.288 0.003 0.00
C -3.2287 4.1785 -0.0663 -0.411 -0.021 -0.026 0.00
N -3.6751 5.4091 -0.0426 0.482 0.074 0.068 0.00
H -5.8557 0.9691 0.0426 -0.010 -0.024 0.000 0.00
H -5.0699 -1.4111 -0.0916 0.026 -0.014 -0.014 0.00
H -2.6444 -1.8470 -0.3567 0.037 0.004 0.070 0.00
H 1.7869 2.5960 -0.1233 -0.014 -0.025 0.034 0.00
H 1.3302 5.0472 -0.0049 0.013 -0.019 -0.021 0.00
H -1.0593 5.8176 0.0071 0.039 0.010 0.008 0.00
```
Forces are in eV/Å.

Multiplicity   5
Relative energy (zero: lowest compared OMol25 entry of this formula, charge and spin)   0.00 kJ/mol
LUMO energy (spin up / spin down)   -4.07 / -5.19 eV
Net charge   +1
Expectation value of S²   6.023
Electronic energy   -13866.82630 Eh
Orbital gap (spin up / spin down)   6.811 / 5.951 eV



The following is a quantum chemistry calculation of C18H8Cl3I2N2O3PtS as an isolated structure, from the OMol25 dataset.

Geometry as XYZ:
```
38
Properties=species:S:1:pos:R:3:forces:R:3:mulliken_charge:R:1
Pt 0.5761 0.4136 -0.6179 -0.032 0.591 -0.494 0.95
I 0.9910 -2.9826 -4.6551 0.172 -0.130 -0.061 0.06
C -0.5449 -1.7328 -4.0659 -0.294 0.097 -0.070 -0.48
C -1.7570 -1.7333 -4.7725 0.215 -0.031 0.092 -0.38
C -2.8002 -0.9232 -4.4078 0.089 0.118 0.217 -0.33
I -4.5430 -0.9670 -5.5455 -0.144 -0.015 -0.068 0.02
C -2.6795 -0.0741 -3.2754 -0.187 -0.042 -0.153 0.98
C -3.6977 0.7699 -2.7687 0.002 -0.104 -0.152 -0.58
C -3.4695 1.5187 -1.6562 0.087 0.117 0.175 -0.84
C -2.2185 1.4588 -1.0150 -0.130 0.080 -0.077 0.11
N -1.2517 0.6982 -1.4672 0.210 -0.307 -0.050 -0.15
C -1.4586 -0.0815 -2.5824 0.233 0.115 0.311 -0.01
C -0.3336 -0.9060 -2.9593 -0.029 0.087 0.046 0.67
O 0.7548 -0.8441 -2.2906 -0.084 -0.187 0.062 -0.88
H -1.8642 -2.3977 -5.6208 0.031 0.041 0.011 0.32
H -4.6557 0.8040 -3.2704 0.005 0.000 -0.003 0.18
H -4.2358 2.1653 -1.2495 0.022 -0.024 -0.007 0.38
H -2.0048 2.0377 -0.1263 -0.026 -0.006 0.001 0.25
O 4.2305 -0.4671 1.0915 -0.077 0.057 0.003 -0.75
C 3.1513 0.1063 0.9862 -0.031 -0.073 -0.124 0.82
O 2.3864 -0.1172 -0.0350 0.205 -0.032 0.157 -0.62
C 2.7510 1.0710 2.0904 -0.001 -0.011 0.052 -0.05
C 3.6890 1.1789 3.1290 -0.052 -0.008 -0.060 -0.58
C 3.5000 1.9970 4.2220 -0.024 0.004 -0.002 -0.56
C 2.3191 2.7312 4.3119 0.012 0.015 0.027 -0.44
C 1.3827 2.6450 3.3076 -0.020 -0.032 -0.074 -0.88
C 1.5763 1.8334 2.1704 -0.020 0.060 0.100 0.93
S 0.2796 1.9439 0.9983 0.073 -0.092 0.142 -0.63
H 4.5835 0.5808 3.0283 0.009 0.001 -0.016 0.43
H 4.2570 2.0660 4.9942 -0.031 -0.028 -0.002 0.36
H 2.1299 3.3672 5.1699 0.006 0.004 -0.026 0.35
H 0.4596 3.2104 3.3762 0.036 0.000 -0.011 0.37
Cl 0.3103 -2.5655 3.9724 0.359 0.362 0.350 -0.09
C -0.1335 -3.4758 2.5560 -0.738 0.756 -1.004 0.64
Cl 1.1270 -4.5512 2.0294 0.591 -0.192 -0.157 -0.10
Cl -1.5778 -4.4131 2.9073 -0.656 -0.472 0.211 -0.13
C -0.5045 -2.5459 1.4472 0.803 -0.688 1.015 -0.11
N -0.7249 -1.8191 0.5933 -0.585 -0.030 -0.363 -0.22
```
Forces are in eV/Å.

LUMO energy   2.00 eV
Net charge   -1
Electronic energy   -3519.56736 Eh
Orbital gap   6.272 eV